Entry 1:
{"formula": "C34H39ClN4O2P2Pd", "method": "wB97M-V/def2-TZVPD", "elements": ["Pd", "C", "C", "C", "C", "C", "C", "C", "C", "C", "H", "H", "H", "H", "H", "H", "H", "H", "H", "H", "H", "H", "H", "H", "H", "P", "P", "N", "N", "N", "N", "C", "C", "C", "C", "C", "C", "C", "C", "C", "C", "C", "C", "C", "C", "C", "C", "C", "C", "H", "H", "H", "H", "H", "H", "H", "H", "H", "H", "H", "H", "H", "H", "H", "H", "H", "H", "H", "H", "Cl", "C", "C", "C", "C", "C", "C", "C", "O", "O", "H", "H", "H", "H"], "coordinates": [[2.20368, 3.88405, 1.46996], [2.63902, -1.35349, -1.36137], [3.25117, -0.50422, -0.54639], [3.69704, 0.87065, -0.92696], [2.62434, 1.59258, -1.80719], [3.15340, 1.85431, -3.16995], [3.60971, 0.87300, -3.97094], [3.73238, -0.54992, -3.57461], [2.47938, -1.16851, -2.84017], [0.15420, 3.86660, 1.35538], [2.16328, -2.26282, -0.97657], [3.48496, -0.79295, 0.49436], [4.68171, 0.93729, -1.43534], [3.83473, 1.45932, -0.00565], [1.70137, 0.99260, -1.81407], [2.36803, 2.53582, -1.32681], [3.12534, 2.90100, -3.50055], [4.00899, 1.11315, -4.95653], [4.65121, -0.72468, -3.00923], [3.80733, -1.08991, -4.51733], [1.58057, -0.62823, -3.18970], [2.33209, -2.18924, -3.22996], [0.07823, 3.28897, 0.39294], [-0.25888, 4.88876, 1.20540], [-0.35365, 3.26216, 2.13394], [2.39864, 5.69216, 0.17669], [4.59637, 3.57874, 2.64390], [2.98248, 5.82222, -1.59816], [2.39939, 7.53334, 0.41055], [6.20983, 3.51960, 1.62910], [5.62497, 4.05850, 4.13515], [4.13812, 5.48138, 0.75305], [4.20590, 5.35052, 2.28050], [2.13000, 5.70881, -2.68928], [2.78011, 6.16177, -3.83647], [4.06271, 6.63129, -3.43173], [4.14330, 6.43751, -2.06168], [1.23045, 8.27184, 0.56914], [1.55980, 9.62622, 0.62729], [2.96632, 9.73164, 0.40865], [3.44659, 8.43909, 0.22467], [6.97703, 2.35091, 1.49945], [8.09665, 2.62816, 0.70903], [8.03503, 4.00507, 0.33693], [6.91291, 4.52324, 0.97888], [6.99536, 4.23522, 4.35018], [7.19477, 4.92663, 5.54688], [5.89569, 5.19284, 6.09308], [4.96356, 4.66356, 5.20631], [4.72115, 6.34281, 0.43210], [4.45124, 4.57972, 0.18388], [4.86490, 6.06467, 2.76636], [3.23424, 5.51410, 2.79208], [1.13480, 5.30189, -2.55144], [2.37748, 6.16210, -4.83872], [4.84447, 7.07428, -4.03695], [4.98072, 6.66896, -1.42522], [0.28481, 7.75174, 0.62301], [0.87100, 10.43381, 0.81421], [3.56498, 10.63118, 0.39566], [4.45082, 8.13620, -0.02403], [6.64281, 1.43327, 1.97340], [8.85308, 1.91674, 0.44249], [8.70420, 4.53437, -0.31806], [6.57003, 5.54475, 0.98650], [7.73047, 3.85377, 3.65464], [8.14548, 5.20058, 5.97797], [5.66663, 5.69331, 7.02036], [3.88076, 4.65478, 5.23463], [-2.70849, -4.73126, 1.19375], [-2.18134, -3.10822, 1.41479], [-2.74338, -2.29357, 2.42485], [-2.21174, -1.01158, 2.63876], [-1.14364, -0.53454, 1.87032], [-0.67701, -1.31956, 0.79907], [-1.15783, -2.61785, 0.58186], [-0.46185, 0.78680, 2.21330], [-0.89157, 1.29473, 3.26878], [0.41466, 1.13925, 1.37170], [-3.56182, -2.67024, 3.04338], [-2.62953, -0.39295, 3.42724], [0.08962, -0.91086, 0.14334], [-0.73664, -3.24632, -0.20377]], "charge": 2, "multiplicity": 5, "homo_energy_ev": [-12.074, -12.740], "lumo_ev": [-5.83, -8.93], "homo_lumo_gap_ev": [6.2, 3.8], "de_lowest_kj_mol": 135.5, "energy_ha": -2958.3327}

---

Entry 2:
{"formula": "C7H13N2O", "method": "wB97M-V/def2-TZVPD", "elements": ["C", "C", "C", "C", "C", "C", "C", "N", "N", "O", "H", "H", "H", "H", "H", "H", "H", "H", "H", "H", "H", "H", "H"], "coordinates": [[1.77329, -1.70143, 0.23985], [-1.34460, 1.42553, 0.71543], [-1.06707, 1.91023, -0.67858], [0.67885, -1.37247, -0.80295], [-0.37443, 0.24254, 0.93217], [0.01275, -0.14547, -0.40255], [0.84165, 0.57690, 1.77276], [0.95544, -1.67509, -2.16877], [-0.35805, 0.80488, -1.24285], [2.80626, -2.28246, -0.12824], [-1.15998, 2.08078, 1.55276], [-2.41241, 1.15051, 0.85151], [-1.82690, 2.42214, -1.23050], [-0.35859, 2.77987, -0.54360], [-0.03392, -2.23681, -0.43134], [-0.96031, -0.50385, 1.37710], [1.29125, 1.53622, 1.40166], [1.42746, -0.32792, 1.92997], [0.44471, 0.78637, 2.76766], [1.74296, -1.13121, -2.44106], [1.42561, -2.60231, -2.17319], [0.08120, 1.03753, -2.12698], [2.86518, -2.49714, -1.10940]], "charge": 1, "homo_energy_ev": -12.272, "lumo_ev": -4.38, "homo_lumo_gap_ev": 7.9, "de_lowest_kj_mol": 472.0, "energy_ha": -458.8942}

---

Question: Which of these has the lowest charge?
Answer: C7H13N2O

---

Question: charge of number 2 (C7H13N2O)?
Answer: +1